{"formula": "C6H10", "method": "ωB97M-V with the def2-TZVPD basis set", "total_charge": 0, "fmax_ev_per_a": 0.293, "total_energy_ev": -6379.122, "species": ["C", "C", "C", "C", "C", "C", "H", "H", "H", "H", "H", "H", "H", "H", "H", "H"], "coordinates": [[0.8073, 0.9644, 1.5876], [0.4933, 0.9912, -0.6126], [1.0018, -0.1716, -1.1377], [-0.7848, -1.2650, -0.8742], [-1.2343, -0.8113, 0.3795], [-0.2220, 0.8782, 0.6652], [1.7421, 0.4374, 1.4262], [0.7143, 1.5152, 2.5224], [0.4554, 1.9286, -1.1586], [1.4692, -0.1803, -2.1205], [1.4070, -0.9114, -0.4489], [-0.2783, -2.2216, -0.9600], [-1.3103, -0.9590, -1.7745], [-0.9908, -1.4100, 1.2546], [-2.2177, -0.3481, 0.4192], [-1.0523, 1.5634, 0.8324]], "nbo_charge": [-0.35, -0.15, -0.45, -0.36, -0.51, -0.28, 0.19, 0.19, 0.22, 0.22, 0.22, 0.21, 0.20, 0.21, 0.21, 0.23]}